121
Properties=species:S:1:pos:R:3:forces:R:3:mulliken_charge:R:1 method="wB97M-V/def2-TZVPD" total_energy_ha=-2383.4799 total_charge=-2
O -1.40085 0.70757 3.58941 -1.4327 0.4212 0.6157 -0.65
C -5.16241 5.00695 -2.26337 -0.0521 -0.2249 1.2316 -0.55
H -2.51788 1.45238 1.93534 0.3154 -0.3230 0.4685 0.26
C 3.09161 4.99715 -3.51339 -0.5908 0.9434 0.5327 -0.88
H -0.60236 6.31872 -0.18055 0.0887 -0.0264 0.2369 0.41
O 1.23334 2.50553 3.22603 0.1505 1.1427 0.5002 -0.73
H 2.18255 1.63020 -4.97671 -0.5361 -0.0802 -0.3233 0.31
C 3.80647 -3.88774 5.19315 -0.0596 0.2558 1.0220 -0.74
O -2.96817 2.12723 1.42734 -0.9023 -0.2871 -0.4866 -0.62
H 2.63852 5.68048 -4.23163 0.0894 -0.4814 -0.7740 0.32
N 2.14121 0.88103 -4.30059 -1.1095 0.0806 0.8417 -0.46
H 0.77379 4.46288 0.96214 0.0534 0.1006 0.1873 0.55
C 0.93505 -0.03044 -4.44315 2.4397 0.3849 0.3995 -0.40
H -1.14803 3.50721 -2.37099 0.2419 -0.0729 0.3499 0.08
O -2.85785 -3.99060 -1.60011 0.2276 1.0423 -1.2314 -0.43
C 1.96293 -4.05940 -0.17565 0.5797 0.8835 2.5505 -0.14
H -0.17508 3.22876 0.15305 -0.0755 0.0222 0.0158 -0.22
C -2.10472 -3.05843 -0.81043 -0.6724 0.1369 1.6578 -0.31
H 5.13656 -2.38009 -2.05463 -0.0470 -0.5110 -0.3281 0.34
H 3.23845 2.98184 -1.71962 -0.5988 0.1795 0.2004 0.28
C 0.48072 -3.11413 -5.14421 0.2050 0.6599 -0.1095 -0.81
H -0.34459 5.44281 2.96452 0.0978 -0.0876 0.4038 0.34
H 1.50178 -5.02042 -0.40340 0.2853 -0.4442 -0.5053 0.49
H 5.76273 -2.73188 -0.40699 0.0441 0.1368 0.1322 0.29
N -3.41584 -3.18391 1.29009 -0.5420 1.3224 1.6468 -0.14
H 3.59857 -5.33341 1.63309 -0.1719 -0.3994 -0.0265 0.29
H 0.87224 -0.88875 3.81626 0.2452 0.2399 -1.2267 0.28
H -5.44841 -2.66223 1.47664 -0.2818 0.7397 -0.5141 0.40
H -5.23985 5.61059 -3.16765 0.1854 0.2526 -0.0714 0.25
H 4.11780 2.53935 -3.11500 0.1788 -0.3755 -0.2268 0.46
C 3.30579 -3.76624 -0.88179 -1.4674 0.4996 1.2258 -0.72
H -0.30028 -3.86827 -5.24126 0.0406 0.1208 -0.4073 0.24
H 5.05004 -1.10414 -0.90215 0.9810 0.0064 0.4683 0.25
H -1.25170 6.32620 1.83681 -0.6125 -0.0761 -0.3405 0.30
H -2.44084 2.91577 1.55526 0.4075 0.3609 0.0913 0.43
H 1.06984 1.04564 0.26502 0.2193 0.6100 -0.0094 -0.29
H -2.68473 -4.94425 -3.44436 -0.1905 -0.0553 0.2250 0.33
H 0.43305 2.91144 2.89285 -0.3014 -0.0855 -0.0507 0.30
H 1.74324 -4.60332 4.01524 -0.5825 0.0481 -0.4258 0.34
H 1.26950 -3.28681 -0.50785 -0.0774 0.1148 0.1600 -0.35
C 2.63596 -5.02065 3.54940 0.6101 1.1943 -0.9188 -0.64
H 4.04294 -4.52908 -0.63126 0.4658 0.1764 0.3503 0.41
H 1.81764 -5.87539 1.87616 0.4541 -1.2712 -0.5955 0.40
H 0.68048 -2.50720 -6.02729 -0.3715 -0.3739 -0.7514 0.31
H -1.36028 -3.65281 -0.28068 0.1492 0.1750 0.3813 0.33
O -5.51217 -0.86190 3.35966 0.4419 1.0513 1.0700 -0.47
H -1.18301 -4.60651 -2.55504 0.3210 -0.1620 -0.3355 0.32
H 3.90164 -4.84706 5.70182 -0.0728 -0.1487 0.7375 0.32
H 0.80099 -0.19456 -5.51235 -0.0012 -0.3052 0.0120 0.44
H -4.58898 5.44533 -1.44661 -0.5751 1.2928 -0.0500 0.20
H 4.67848 2.17793 -0.21817 0.2766 0.2401 -0.7599 -0.02
C -5.35083 0.46082 3.90473 -0.9283 0.3033 -0.5162 -0.57
O -0.59565 -2.93106 2.25554 -0.0612 -0.6977 0.2057 -0.68
H 0.02527 0.42689 -4.05422 -0.1351 0.0528 0.0937 0.18
H -2.97992 4.76549 -3.51269 -0.1316 0.0140 -0.1448 0.46
H 2.95999 -3.30362 5.55421 -0.4297 -0.1538 0.1798 0.21
C -0.21389 4.23974 0.55864 -1.0439 1.0743 -0.8392 0.22
N 2.05343 -3.92628 1.37069 0.5432 -0.1194 -2.0998 0.09
H 0.20588 5.30432 -1.31790 -0.0226 -0.2541 -0.1668 0.37
C -3.13413 3.86611 -2.91651 -1.2674 -1.0503 0.6111 -0.96
H -4.36842 -0.49130 1.73952 0.6053 0.2512 0.0258 0.20
H 2.60635 0.73807 -2.31620 -0.0728 -0.0749 0.4023 0.19
H -5.16536 1.16317 3.09208 1.0539 -0.0231 -0.0447 0.18
H -4.85431 -3.31424 2.85100 0.7143 0.1584 0.6770 0.40
H 2.09547 -1.90918 -3.71622 0.2085 0.3880 -0.4018 0.30
H 3.44138 1.74389 0.91879 -0.5926 -0.7262 -0.0626 -0.09
H 2.76595 5.51379 -2.61053 0.3438 -0.2362 0.7844 0.28
O -1.21838 4.19936 1.59883 0.0291 1.1687 -0.0342 -0.10
H 4.17752 5.06106 -3.58259 0.1581 -0.3195 -0.0709 0.32
C 2.59535 -5.12233 2.00336 -1.4879 0.6622 1.0364 -0.61
O 0.79044 -0.16979 1.94212 -1.0530 0.2115 -0.8400 -0.92
H -0.51708 0.32109 0.41104 -0.6502 0.1128 -0.3759 -0.08
H -0.60111 0.47040 3.11996 1.5129 -0.4913 -1.2928 0.38
C 3.10010 2.71884 -2.76833 -0.2781 -0.6588 -1.1054 -0.73
O -4.54026 3.79590 -2.42910 2.2931 -1.4884 -1.4583 -0.36
H -1.53640 -3.07522 2.15336 -0.6565 -0.2503 -0.1388 0.24
H -2.58625 -1.37768 0.43751 -0.1852 -0.1059 0.5649 0.12
H 1.43867 -3.59827 -4.95443 0.0749 -0.2678 0.5230 0.30
H -3.07612 2.95499 -3.51198 0.1598 0.1436 -0.2741 0.31
C -1.27892 5.39647 2.40510 1.3309 -0.6275 -0.1215 -1.00
H 1.09795 -3.84691 1.68828 -0.1746 0.5576 0.1099 0.08
O 0.07613 -2.22302 -4.14374 0.2390 -0.7179 0.7020 -0.12
C 0.54565 0.14097 0.57309 0.2334 0.1703 2.0622 0.40
H 1.22369 1.74663 -2.47298 -0.5543 0.1035 -0.4855 0.02
C 2.17036 1.50509 -2.95628 1.7787 -0.7450 0.9618 -0.02
C -0.59294 5.30314 -0.57630 -0.5003 -0.7192 0.6619 -1.33
C -2.05109 3.79564 -1.83306 -1.6717 0.6106 -0.5380 0.42
H -1.54630 -2.27326 -1.32012 -0.2480 -0.1662 -0.8475 0.22
H -2.37046 3.08148 -1.07407 0.3625 -0.5145 -0.1063 0.03
C -3.08126 -2.31460 0.18207 1.2866 -1.8095 -2.1043 -0.73
H -3.40373 -1.07474 3.16872 -0.0228 0.2502 0.0926 0.16
O 2.53194 3.72530 -3.59904 -0.2055 0.4616 -0.3591 -0.31
C 5.01635 -2.19023 -0.98805 -0.9302 1.5302 0.0142 -0.98
H 2.77324 -6.00907 3.98788 0.3232 -0.4336 0.0989 0.41
H -1.45695 0.07294 4.30379 -0.0165 -0.1057 0.1293 0.20
N -1.91475 5.12574 -1.25844 1.8380 0.2028 0.6663 -0.28
H -1.98249 -3.31798 -3.43768 -0.2185 0.2894 0.2603 0.20
O 5.42297 1.10206 1.46619 -1.6193 2.1194 -1.3713 -0.98
H 4.40205 3.02293 1.30524 0.6137 0.8416 0.3208 0.29
H 0.87578 -0.56854 -0.18565 0.1858 -0.8883 0.0624 -0.09
C 1.13911 -1.38834 -3.66929 -1.6050 1.0237 -0.3086 0.25
H -0.48445 -1.98652 2.14733 0.9168 1.0777 -0.0868 0.27
H 1.19182 1.60159 2.91394 0.1710 -1.1947 -0.6500 0.45
H -6.26823 0.92236 4.27005 -0.6452 -0.9452 0.2960 0.34
H -3.71046 -4.10598 1.00184 0.1864 0.0382 -0.4400 0.23
H -2.63130 5.24946 -0.55748 -0.0860 -0.0378 0.1793 0.32
H -6.15341 4.71353 -1.91706 -0.2302 0.5556 0.0642 0.23
C -2.15856 -4.20920 -2.83531 0.0614 -0.4680 0.7332 -0.67
C -4.33585 -1.14847 2.60852 -1.0577 -2.0217 -1.0502 0.25
H 4.66974 -3.27146 5.44429 0.2663 -0.1165 -0.5166 0.23
O 3.69143 -2.41470 -0.53736 -0.0096 -2.6456 -1.0676 0.02
C 4.48837 2.03818 0.84598 1.6016 -2.3734 1.6111 -0.12
H -3.93373 -2.12483 -0.47015 -0.4490 0.4711 0.0842 0.52
C -4.54271 -2.60876 2.08074 -0.0276 -0.2831 -0.2971 -1.10
O 1.27578 -1.30906 4.57568 0.1199 -0.4144 0.8688 -0.58
H 0.66097 -1.15131 5.29217 -0.0734 0.0530 0.2053 0.25
O 3.69349 -4.15299 3.85725 0.7813 -0.0445 -1.1423 -0.22
H -4.65520 0.51645 4.74206 0.4640 -0.1115 -0.3555 0.27
H 3.10022 -3.90314 -1.94344 0.1969 0.3573 -0.5319 0.35
H 0.89401 -1.24602 -2.61678 0.3183 0.2163 0.1066 -0.49
H -2.10180 5.36088 3.11905 -0.1009 -0.2136 -0.3952 0.28